Arrangement 1

This record from OMol25 describes a 2-piece molecular cluster, C5H16N3 overall. The level of theory is wB97M-V/def2-TZVPD.

Each line ends with the Mulliken charge.
Positions of all 24 atoms, in Å:
C 0.7359 1.0111 0.2164  -0.067
C 0.7727 2.4066 0.7776  -1.132
C 0.6016 -0.8683 2.0435  0.539
N 0.0158 0.1025 1.1588  -0.180
N 1.9777 -1.2158 1.9436  -0.447
N -0.2149 -1.4664 2.9727  -0.382
H 0.4601 0.8074 -0.7834  0.077
H 1.8964 0.8374 0.1457  0.252
H -0.3489 2.8665 0.6574  0.292
H 1.4211 3.2532 0.5312  0.357
H -0.7807 0.4866 1.6115  0.303
H 2.2984 -1.0783 0.9986  0.283
H 2.1008 -2.2034 2.2855  0.311
H -1.2814 -1.2832 2.8459  0.262
H -0.0057 -2.3029 3.4439  0.250
H 0.7047 2.2683 1.8735  0.295
C -0.6270 -0.1084 -3.0787  -1.139
C -1.9539 -0.7979 -2.5832  -0.740
H 0.3164 -0.4950 -2.7985  0.322
H -0.3793 -0.2234 -4.0539  0.509
H -0.9030 0.9628 -3.0734  0.261
H -2.9269 -0.7653 -3.2172  0.305
H -1.5421 -1.7637 -2.2905  0.235
H -2.3378 -0.4304 -1.6271  0.234

Calculated values
Kohn-Sham gap = 10.2 eV
Charge = +1

---

Arrangement 2

This record from OMol25 describes a 2-piece molecular cluster, C5H16N3 overall. The level of theory is wB97M-V/def2-TZVPD.

Each line ends with the Mulliken charge.
Positions of all 24 atoms, in Å:
C 0.6980 0.0736 -0.0689  -0.336
C -0.4136 -0.8675 -0.5365  -1.250
C 2.2346 -1.7718 0.9556  0.689
N 1.7256 -0.5309 0.8646  -0.181
N 2.0839 -2.5964 -0.0988  -0.381
N 2.9188 -2.2231 2.0717  -0.448
H 1.4038 0.5192 -0.8924  0.208
H 0.2497 0.9877 0.5085  0.278
H -0.6682 -0.5196 -1.5532  0.266
H -1.4591 -0.5558 -0.0032  0.255
H 1.7658 0.0285 1.6800  0.217
H 1.6772 -2.4278 -1.0003  0.250
H 2.3427 -3.5786 0.0536  0.208
H 2.9963 -1.4803 2.9168  0.273
H 3.6327 -2.9816 2.0148  0.276
H -0.2363 -1.8092 -0.5174  0.662
C -2.9023 2.0709 -1.2980  -0.634
C -2.2488 2.8874 -0.2347  -0.698
H -3.1615 2.5568 -2.2844  0.319
H -2.2913 1.1159 -1.5378  -0.015
H -3.9158 1.7256 -1.1442  0.309
H -2.5365 2.5875 0.7209  0.291
H -2.6857 4.0194 -0.3231  0.263
H -1.2102 2.7702 -0.2936  0.180

Calculated values
Kohn-Sham gap = 10.5 eV
Charge = +1

---

Arrangement 3

This record from OMol25 describes an isolated ion of composition C5H16N3 and charge +1. The level of theory is wB97M-V/def2-TZVPD.

Each line ends with the Mulliken charge.
Positions of all 24 atoms, in Å:
C -1.0647 1.4946 -1.8937  -1.273
C 0.3569 1.0268 -1.7509  0.123
N 0.9396 1.8446 -0.5763  -0.300
C 0.5992 -0.4467 -1.3165  -0.870
N 0.5450 -0.6121 0.1177  -0.118
C -0.7535 -0.4314 0.7541  -0.344
C -0.9545 -1.4224 1.9245  -0.865
N 0.1724 -1.7532 2.7457  -0.524
H -1.7669 1.1856 -1.1289  0.253
H -1.5355 0.8196 -2.6117  0.381
H -1.1651 2.5445 -2.1440  0.420
H 0.9878 1.3335 -2.5817  0.455
H 1.7926 1.5108 -0.1842  0.350
H 0.3574 1.7865 0.2444  0.220
H 1.0699 2.8189 -0.8460  0.381
H 0.0751 -1.0545 -2.0626  0.309
H 1.6814 -0.5158 -1.4872  0.501
H 1.0832 -1.3862 0.4663  0.260
H -1.6383 -0.3923 0.1271  0.230
H -0.7348 0.5822 1.1979  0.201
H -1.3002 -2.3109 1.4076  0.396
H -1.6943 -1.0305 2.6105  0.394
H 0.5775 -0.9820 3.2484  0.188
H 0.8772 -2.3992 2.4341  0.235

Calculated values
Kohn-Sham gap = 9.0 eV
Charge = +1

---

Arrangement 4

This record from OMol25 describes C5H16N3 as an isolated structure. The level of theory is wB97M-V/def2-TZVPD.

Each line ends with the Mulliken charge.
Positions of all 24 atoms, in Å:
C -0.9151 -2.3934 1.1640  -0.145
C -1.3726 -1.1531 1.0172  -0.378
N -1.9478 -0.7089 -0.2505  -0.368
N -0.4222 -2.9461 2.3393  -0.517
H -0.9749 -3.0871 0.3295  0.253
H -1.3325 -0.3824 1.7703  0.336
H -1.2306 0.1302 -0.8584  0.384
H -1.9102 -1.5003 -0.8944  0.354
H -2.9198 -0.4271 -0.1577  0.324
H 0.1883 -2.3483 2.8840  0.243
H 0.0453 -3.8279 2.1730  0.275
C 2.0680 1.7003 -1.4389  -1.501
C 0.9816 0.9706 -0.6769  0.466
C 0.6378 1.6744 0.6418  -1.266
N -0.2706 0.8566 -1.5155  -0.576
H 3.0003 1.6810 -0.8737  0.379
H 2.2569 1.2793 -2.4267  0.412
H 1.8034 2.7534 -1.5617  0.387
H 1.2707 -0.0622 -0.4782  0.285
H -0.4405 1.7314 0.7973  0.354
H 1.1030 1.1781 1.4894  0.280
H 0.9750 2.7122 0.6334  0.395
H -0.0364 0.3640 -2.3706  0.325
H -0.5572 1.8052 -1.7359  0.300

Calculated values
Kohn-Sham gap = 9.6 eV
Charge = +1

---

Quick one: least stable of them? arrangement 1

---

Arrangement 1

This record from OMol25 describes a 2-piece molecular cluster, H3N2O2 overall. The level of theory is wB97M-V/def2-TZVPD.

Each line ends with the Mulliken charge.
Positions of all 7 atoms, in Å:
N -2.5444 -0.2257 -0.1487  -0.601
N -0.5126 0.6610 0.3217  -0.486
O 2.7120 -0.2032 0.1448  -0.735
O -1.1985 -0.3506 0.1401  0.008
H 1.8885 0.1976 0.3632  0.347
H -2.8501 0.7215 -0.3044  0.176
H 2.5051 -0.8005 -0.5168  0.290

Calculated values
Kohn-Sham gap (spin up / spin down) = 6.9 / 6.9 eV
Charge = -1

---

Arrangement 2

This record from OMol25 describes H3N2O2 as an isolated structure. The level of theory is wB97M-V/def2-TZVPD.

Each line ends with the Mulliken charge.
Positions of all 7 atoms, in Å:
N 0.7358 0.1950 -0.5691  -0.626
N -1.5171 -0.2569 0.7762  0.128
O -1.3255 0.2677 1.9413  -0.720
O -0.9618 0.3117 -0.2822  -0.328
H 1.1642 0.7479 0.1379  0.203
H 0.8158 -0.8539 -0.4080  0.208
H -1.4758 -1.4033 0.7482  0.134

Calculated values
Kohn-Sham gap (spin up / spin down) = 6.8 / 6.8 eV
Charge = -1

---

Quick one: least stable of them? arrangement 2

---

Arrangement 1

This record from OMol25 describes C19H23AsNO4RuS as an isolated structure. The level of theory is wB97M-V/def2-TZVPD.

Each line ends with the Mulliken spin population.
Positions of all 50 atoms, in Å:
Ru 0.5468 -0.4628 0.8342  0.870
O 2.6893 -0.3274 -0.5013  0.095
C 2.6715 0.4700 0.4594  -0.054
O 2.5399 0.0977 1.6836  0.038
C 2.6789 1.9309 0.1640  0.011
C 3.7965 2.7407 0.2839  -0.006
C 3.7082 4.0881 -0.0322  0.007
C 2.4996 4.6130 -0.4723  -0.003
C 1.3754 3.8062 -0.5705  0.005
C 1.4566 2.4560 -0.2412  0.001
S -0.0129 1.4610 -0.3253  -0.039
H 4.7323 2.3149 0.6249  -0.001
H 4.5760 4.7267 0.0674  0.000
H 2.4278 5.6602 -0.7371  0.000
H 0.4290 4.2179 -0.8995  0.003
O -3.3921 -0.7165 1.9505  -0.004
C -2.1838 -0.6296 1.9079  0.009
O -1.4451 -0.9013 0.8723  0.013
C -1.4180 -0.2100 3.1343  -0.011
C -2.0384 0.1383 4.3186  0.002
C -1.2402 0.5099 5.3874  -0.003
C 0.1420 0.5088 5.2351  0.005
C 0.6824 0.1441 4.0165  -0.001
N -0.0989 -0.2098 2.9907  0.064
H -3.1177 0.1123 4.3630  0.000
H -1.6870 0.8095 6.3265  0.000
H 0.7950 0.7891 6.0494  0.001
H 1.7477 0.1330 3.8339  0.001
C -0.9233 -3.9301 1.3232  0.001
C -0.0441 -4.0399 0.0769  -0.008
As 0.4252 -2.3252 -0.7168  0.001
C -0.8684 -2.0119 -2.1358  0.004
C -2.3238 -2.3208 -1.7918  0.000
C 1.9966 -2.7828 -1.7521  0.004
C 1.8601 -4.0875 -2.5332  0.000
H -1.0932 -4.9153 1.7589  0.000
H -1.8881 -3.4797 1.0959  0.000
H -0.4451 -3.3025 2.0773  0.002
H -0.5136 -4.6517 -0.6930  -0.001
H 0.9111 -4.4959 0.3436  -0.001
H -0.5429 -2.5890 -3.0020  -0.001
H -0.7529 -0.9562 -2.3860  0.001
H -2.4606 -3.3762 -1.5454  -0.001
H -2.9625 -2.0896 -2.6451  0.000
H -2.6583 -1.7304 -0.9432  -0.001
H 2.8335 -2.8216 -1.0563  -0.002
H 2.1877 -1.9325 -2.4053  -0.003
H 1.8988 -4.9550 -1.8740  0.000
H 2.6747 -4.1768 -3.2522  0.001
H 0.9231 -4.1414 -3.0897  0.000

Calculated values
Kohn-Sham gap (spin up / spin down) = 6.1 / 6.5 eV
Spin multiplicity = 2
Charge = 0

---

Arrangement 2

This record from OMol25 describes C19H23AsNO4RuS as an isolated structure. The level of theory is wB97M-V/def2-TZVPD.

Each line ends with the Mulliken spin population.
Positions of all 50 atoms, in Å:
Ru 0.2170 -0.0758 0.4050  1.026
O 0.3674 -0.8833 4.1005  0.002
C -0.4360 -0.8262 3.1852  -0.021
O -0.6201 0.1497 2.3869  0.002
C -1.3918 -2.0117 3.0081  0.040
C -1.9679 -2.5150 4.1669  0.001
C -2.7937 -3.6240 4.1244  0.003
C -3.0499 -4.2435 2.9102  -0.002
C -2.4857 -3.7560 1.7511  0.002
C -1.6463 -2.6357 1.7811  -0.015
S -0.9311 -2.1802 0.2494  -0.004
H -1.7482 -2.0265 5.1042  0.000
H -3.2240 -4.0099 5.0352  0.000
H -3.6793 -5.1195 2.8690  0.000
H -2.6663 -4.2359 0.8007  0.004
O -0.7851 1.3807 -3.6244  -0.003
C -0.6482 1.1185 -2.4457  0.005
O 0.0590 0.2110 -1.9304  -0.006
C -1.3758 2.0163 -1.4130  -0.002
C -2.2299 3.0208 -1.8466  0.004
C -2.8235 3.8380 -0.9010  -0.001
C -2.5441 3.6169 0.4393  0.003
C -1.6831 2.5879 0.7850  -0.002
N -1.1141 1.8072 -0.1268  0.047
H -2.4124 3.1289 -2.9040  0.000
H -3.4957 4.6283 -1.2023  0.000
H -2.9856 4.2336 1.2057  0.000
H -1.4446 2.3683 1.8174  0.001
C 4.6593 -1.3219 1.3187  -0.003
C 4.3763 -0.0438 0.5372  0.004
As 2.5857 0.0268 -0.3476  -0.101
C 2.8802 -1.1969 -1.8718  0.005
C 2.3380 -2.5858 -1.5474  -0.003
C 2.7540 1.8349 -1.1514  0.001
C 3.8945 2.0268 -2.1455  0.002
H 5.6528 -1.2745 1.7640  0.000
H 4.6245 -2.1924 0.6645  -0.001
H 3.9309 -1.4583 2.1179  0.000
H 5.1291 0.0808 -0.2499  0.000
H 4.4377 0.8190 1.2094  0.001
H 3.9494 -1.2350 -2.1125  -0.003
H 2.3322 -0.7845 -2.7227  0.000
H 2.8468 -3.0124 -0.6797  0.000
H 2.4634 -3.2602 -2.3937  0.000
H 1.2701 -2.5118 -1.3202  0.004
H 2.8484 2.5412 -0.3153  0.008
H 1.8016 2.0361 -1.6502  0.001
H 4.8648 1.8630 -1.6765  0.000
H 3.8740 3.0437 -2.5353  0.000
H 3.7873 1.3402 -2.9844  -0.001

Calculated values
Kohn-Sham gap (spin up / spin down) = 5.8 / 6.7 eV
Spin multiplicity = 2
Charge = 0

---

Quick one: least stable of them? arrangement 2

---

Arrangement 1

This record from OMol25 describes a 21-piece molecular cluster, H42O21 overall. The level of theory is wB97M-V/def2-TZVPD.

Each line ends with the Mulliken charge.
Positions of all 63 atoms, in Å:
O 4.8660 -13.3405 -0.3896  -0.216
H 5.6392 -13.9008 -0.3228  0.076
H 4.4970 -13.3345 0.4936  0.243
O 6.4371 -16.7487 -1.2261  -0.592
H 6.7547 -16.0858 -1.8392  0.231
H 6.3208 -17.5341 -1.7608  0.242
O 8.1791 -11.5092 0.0487  -0.638
H 7.7653 -10.7226 0.4041  0.274
H 8.0500 -11.4417 -0.8974  0.288
O 4.2863 -14.9911 3.0545  -0.627
H 4.9960 -15.1805 2.4407  0.465
H 4.5200 -14.1458 3.4380  0.325
O 3.2949 -13.9899 -4.4946  -0.652
H 3.6572 -13.2648 -3.9856  0.385
H 3.3485 -13.6952 -5.4038  0.280
O 7.3480 -13.9053 -2.4217  -0.493
H 6.9447 -14.0812 -3.2717  0.348
H 8.1756 -14.3857 -2.4446  0.307
O 8.7932 -13.8929 1.3847  -0.624
H 8.5408 -13.1941 0.7812  0.387
H 8.9230 -13.4504 2.2235  0.241
O 6.3635 -15.3953 1.3416  -0.894
H 7.2342 -15.0011 1.3933  0.462
H 6.3364 -15.8049 0.4769  0.274
O 5.9932 -14.6281 -4.6091  -0.676
H 6.1830 -14.2034 -5.4457  0.285
H 5.0794 -14.4070 -4.4296  0.313
O 0.6154 -15.9039 -2.2246  -0.622
H 1.5701 -15.9427 -2.1681  0.396
H 0.4405 -15.2055 -2.8554  0.292
O 5.0684 -12.6309 4.1227  -0.595
H 4.7035 -12.4799 4.9946  0.267
H 5.8496 -12.0787 4.0905  0.253
O 4.6131 -8.7374 -2.2214  -0.649
H 3.7308 -8.3695 -2.1708  0.327
H 5.0504 -8.4217 -1.4306  0.304
O 6.4139 -18.0821 1.9311  -0.642
H 6.3632 -18.0287 2.8855  0.275
H 6.5720 -17.1814 1.6484  0.449
O 3.0585 -17.3599 3.5237  -0.633
H 3.6020 -16.6377 3.2087  0.415
H 2.2662 -17.3152 2.9884  0.283
O 8.8277 -16.0863 -3.2819  -0.616
H 9.0359 -16.9007 -3.7397  0.228
H 9.3302 -15.4157 -3.7444  0.298
O 1.9416 -11.3104 -0.2322  -0.678
H 2.2960 -11.4351 0.6482  0.404
H 2.4990 -11.8490 -0.7938  0.331
O 3.4063 -15.7780 -1.5352  -0.678
H 4.1740 -16.1331 -1.9833  0.257
H 3.6650 -14.8920 -1.2815  0.345
O 3.4541 -12.2232 1.9746  -0.615
H 3.9899 -12.0670 2.7523  0.234
H 2.7077 -12.7295 2.2952  0.352
O 9.9476 -16.2374 -0.6792  -0.634
H 9.1812 -16.6997 -0.3398  0.313
H 9.7013 -15.9854 -1.5691  0.373
O 4.0130 -11.6793 -2.4553  -0.646
H 4.4892 -10.8795 -2.2319  0.280
H 4.4475 -12.3663 -1.9498  0.339
O 0.8523 -13.2966 3.3595  -0.632
H 0.2653 -13.8546 2.8492  0.309
H 0.8481 -13.6818 4.2357  0.301

Calculated values
Kohn-Sham gap = 9.5 eV
Charge = 0

---

Arrangement 2

This record from OMol25 describes a 21-piece molecular cluster, H42O21 overall. The level of theory is wB97M-V/def2-TZVPD.

Each line ends with the Mulliken charge.
Positions of all 63 atoms, in Å:
O 3.0239 0.9427 2.5055  -0.521
H 3.2258 1.7550 2.9764  0.278
H 2.5954 0.4053 3.1409  0.296
O -2.6839 -0.5160 -4.1217  -0.607
H -1.8383 -0.9973 -3.8246  0.319
H -3.2626 -0.5937 -3.3526  0.321
O 1.4648 -4.4732 -0.9204  -0.565
H 0.7434 -4.0183 -0.8509  0.430
H 1.4573 -4.7314 -1.7936  0.304
O 1.0821 3.7021 2.8743  -0.581
H 1.1549 4.2292 2.1055  0.284
H 0.1159 3.6852 2.9410  0.304
O -3.4471 -1.4801 0.4988  -0.373
H -4.1026 -2.0441 1.1093  0.294
H -2.7443 -2.0770 0.8952  0.233
O 0.4765 3.0897 -3.3532  -0.673
H -0.1942 2.9036 -4.0808  0.313
H 1.3360 2.9749 -3.9464  0.364
O 2.5271 -2.9019 0.6478  -0.551
H 3.4359 -2.7686 0.9738  0.248
H 2.4165 -3.7062 0.2339  0.323
O -2.1872 -2.6864 2.7510  -0.743
H -1.3955 -2.2859 2.2777  0.353
H -3.0304 -2.1959 2.6460  0.304
O -0.6900 0.4296 -2.3191  -0.518
H -0.0288 -0.2804 -1.9330  0.201
H -0.0807 1.2113 -2.5261  0.276
O 3.1931 2.5170 -3.2001  -0.671
H 2.6626 2.6096 -2.3999  0.415
H 4.0203 2.5071 -2.8300  0.265
O -1.5364 1.2983 0.3630  -0.699
H -0.8716 1.7824 0.8764  0.099
H -0.9909 0.7672 -0.3382  0.467
O -0.5942 -2.9171 -0.5429  -0.762
H -1.2566 -2.5095 -0.9192  0.404
H -0.3849 -2.0333 0.0871  0.152
O -2.2279 -0.9760 -1.4178  -0.472
H -2.5415 -0.1520 -1.1118  0.062
H -2.7729 -1.7350 -1.7129  0.289
O -3.1496 3.3723 -0.2460  -0.649
H -2.7112 4.2565 -0.2462  0.280
H -2.5840 2.6266 -0.0887  0.556
O 2.1614 -0.4013 4.7913  -0.662
H 1.1734 -0.3391 4.9577  0.322
H 2.5407 -1.2735 4.6888  0.295
O 1.2301 -2.4378 -3.7967  -0.625
H 1.5844 -1.7255 -3.2465  0.334
H 0.3097 -2.2747 -3.5473  0.304
O 0.8494 -1.7952 3.2738  -0.508
H 1.3316 -2.5519 3.3322  0.261
H 0.0324 -2.1278 3.4498  0.194
O 0.5860 -0.3242 0.9194  -0.152
H 1.3196 -1.0130 1.1117  0.056
H 0.2187 -0.0569 1.7287  0.218
O 1.3199 3.2754 -0.9186  -0.507
H 1.2657 3.1888 0.0472  0.180
H 1.2613 4.2642 -1.0385  0.262
O -5.1870 0.1401 1.4607  -0.655
H -4.4870 0.6081 1.1254  0.294
H -5.5364 -0.2750 0.5769  0.329
O 3.6504 2.2281 -0.4868  -0.615
H 2.7435 2.4168 -0.2078  0.337
H 4.0077 1.4882 -0.0486  0.288

Calculated values
Kohn-Sham gap = 10.3 eV
Charge = 0

---

Quick one: least stable of them? arrangement 2